[1]
Computed, not measured: the molecule C4H8O2 at a distorted geometry, with ωB97M-V/def2-TZVPD.

Geometry as XYZ:
```
14
Properties=species:S:1:pos:R:3:forces:R:3
O 0.71682 -1.22145 -1.29327 0.30 -0.03 0.01
C 0.46907 0.10217 -0.87231 0.50 0.92 -0.20
C -0.99379 0.29385 -0.49160 0.02 0.03 0.21
C -0.99959 -0.28255 0.97107 -0.33 0.31 -0.69
O 0.37052 -0.35305 1.40805 0.82 0.72 -0.94
C 1.15855 0.42450 0.39385 -0.61 -0.84 1.69
H 0.98674 -1.71860 -0.50504 -0.15 0.05 -0.24
H 1.01758 0.87028 -1.46360 -1.17 -0.67 -1.12
H -1.68746 -0.23440 -1.15659 0.26 0.14 0.16
H -1.24864 1.35868 -0.47746 0.00 -0.15 -0.05
H -1.47490 -1.27637 0.97374 0.48 0.18 0.20
H -1.59822 0.37517 1.62133 0.35 -0.19 -0.01
H 1.06713 1.50292 0.59258 0.10 -0.26 0.16
H 2.22691 0.15091 0.29182 -0.57 -0.20 0.84
```
Positions in Å, forces in eV/Å.

Calculated values
charge = 0
largest force on an atom = 1.988 eV Å⁻¹
HOMO level = -0.36634 hartree
orbital gap = 10.89 eV
structure (SMILES) = O[C@H]1CCOC1


[2]
Computed, not measured: the molecule C6H9N at a distorted geometry, with ωB97M-V/def2-TZVPD.

Geometry as XYZ:
```
16
Properties=species:S:1:pos:R:3:forces:R:3
C 1.25395 1.25936 0.26938 -0.31 -0.18 -0.21
C 0.51144 -0.08413 -0.08692 -0.28 -0.51 0.13
C -0.55408 -0.43408 0.96571 0.01 -0.23 0.82
C -1.75266 -0.17974 0.03443 0.16 0.17 0.17
C -0.76222 -0.27355 -1.13476 1.94 0.19 0.96
C 1.52851 -1.05871 -0.45130 0.55 -0.89 -0.06
N 2.29558 -1.82186 -0.86527 -0.60 0.67 0.44
H 1.94386 1.66012 -0.48620 -0.37 -0.33 -0.09
H 1.88280 1.04992 1.15480 -0.34 -0.09 -0.34
H 0.57600 2.06618 0.57299 -0.11 -0.27 -0.22
H -0.51959 0.18430 1.85615 0.12 -0.16 0.35
H -0.45086 -1.49087 1.19545 -0.24 -0.05 0.38
H -2.53683 -0.94618 0.12135 0.34 0.23 -0.43
H -2.23955 0.79294 0.14615 0.25 -0.05 0.06
H -0.78389 -1.27127 -1.59826 0.45 0.70 -0.11
H -0.39247 0.54754 -1.69368 -1.59 0.81 -1.87
```
Positions in Å, forces in eV/Å.

Calculated values
charge = 0
largest force on an atom = 2.583 eV Å⁻¹
HOMO level = -0.36330 hartree
orbital gap = 10.70 eV
structure (SMILES) = CC1(C#N)CCC1


[3]
Computed, not measured: a structure of composition AsF6H22O11, with ωB97M-V/def2-TZVPD.

Geometry as XYZ:
```
40
Properties=species:S:1:pos:R:3:forces:R:3
As 17.78520 15.99845 -11.41051 0.42 0.03 -0.14
F 16.37757 16.55756 -10.52013 0.11 0.53 -0.23
F 17.00196 14.45644 -11.43468 0.16 -0.19 -0.33
F 19.17626 15.45789 -12.31594 -0.14 -0.04 0.22
F 18.50177 17.56916 -11.26403 -0.11 0.31 -0.14
F 18.59347 15.60246 -9.94384 -0.20 -0.22 0.14
F 17.09257 16.43759 -12.92350 -0.51 0.08 0.05
O 14.78010 17.58817 -15.13768 -0.08 -0.02 -0.09
H 14.59691 17.65144 -14.19664 0.04 0.00 0.06
H 15.57751 17.05235 -15.18349 0.08 0.00 0.06
O 13.73799 18.46543 -10.07346 -0.21 -0.05 -0.10
H 14.26249 18.39842 -10.87584 0.15 0.04 0.03
H 13.86729 17.61822 -9.63578 0.07 0.00 0.13
O 21.68220 15.31645 -10.84317 0.10 -0.01 0.03
H 22.22988 16.01654 -10.48092 -0.01 0.01 0.07
H 20.91527 15.76841 -11.21302 0.07 -0.14 0.00
O 19.72995 17.40054 -7.61523 0.02 -0.34 0.19
H 19.88970 18.01385 -6.89378 -0.01 0.08 0.00
H 18.80564 17.56248 -7.85496 0.11 0.30 -0.12
O 20.31802 13.16454 -13.38898 0.06 -0.08 -0.14
H 19.96802 13.93038 -12.91662 0.15 -0.14 -0.01
H 19.64929 12.96504 -14.04807 -0.05 -0.02 0.00
O 17.88837 11.73588 -11.19101 -0.08 -0.14 -0.08
H 17.55606 12.56414 -11.55636 0.11 0.06 0.13
H 17.17052 11.10977 -11.31152 -0.03 -0.03 0.02
O 17.33040 18.80249 -8.68513 0.16 -0.21 0.35
H 16.71299 18.32863 -8.10270 -0.15 0.05 -0.16
H 17.54986 18.16993 -9.37839 -0.13 0.19 -0.17
O 18.29257 14.31591 -7.40785 -0.13 0.08 0.18
H 18.09995 14.50321 -8.33379 0.08 -0.11 0.02
H 18.82411 15.07356 -7.13866 0.11 0.04 -0.08
O 14.90220 15.02204 -8.96210 -0.19 0.16 0.12
H 15.40202 15.54149 -9.60975 0.08 -0.23 -0.07
H 14.38770 14.39710 -9.47663 -0.01 -0.08 0.05
O 15.53669 17.12226 -7.13860 -0.07 0.01 0.03
H 15.34367 16.30437 -7.62127 -0.05 -0.11 -0.03
H 15.47450 16.86905 -6.21469 0.10 0.04 0.06
O 21.13969 17.93112 -12.75962 0.07 0.05 -0.06
H 20.28207 17.65985 -12.41430 -0.11 0.08 -0.03
H 21.65546 18.14332 -11.97780 0.00 0.04 0.03
```
Positions in Å, forces in eV/Å.

Calculated values
charge = -1
largest force on an atom = 0.586 eV Å⁻¹
HOMO level = -0.30075 hartree
orbital gap = 10.65 eV


[4]
Computed, not measured: a cluster of 3 separate species, C5H12O2 in total at a distorted geometry, with ωB97M-V/def2-TZVPD.

Geometry as XYZ:
```
19
Properties=species:S:1:pos:R:3:forces:R:3
C 0.48201 -1.56244 -0.31840 0.43 -0.15 0.81
C 0.92755 -0.96899 -1.41328 -0.65 -0.45 -0.56
C -0.13457 -0.85224 0.87205 0.33 -0.13 0.32
C -1.66680 -0.72280 0.71618 0.90 -0.04 0.73
C -2.39780 -1.65483 0.11906 0.78 0.87 -0.14
H 0.59966 -2.65894 -0.14240 -0.25 0.87 -0.69
H 1.17069 -1.54658 -2.30282 0.42 0.20 0.22
H 0.84434 0.11401 -1.52545 -0.55 -0.97 -0.37
H 0.32339 -1.36328 1.72282 -1.08 -0.66 0.50
H 0.30325 0.10996 1.13007 -0.11 0.55 -1.05
H -2.06524 0.21685 1.07353 -0.19 0.13 -0.22
H -3.37967 -1.44297 -0.29695 0.01 -0.51 0.51
H -1.79626 -2.51683 -0.11156 -0.66 -0.62 -0.60
H 0.82090 2.75856 0.15341 -0.58 0.17 0.00
H -0.18696 2.67273 1.26095 -0.24 0.02 0.22
O -0.12844 2.91803 0.33642 0.53 0.04 -0.09
H 1.51476 1.19240 -1.08108 1.38 1.42 2.63
H 2.92802 1.27251 -0.59299 0.51 0.16 0.37
O 2.06219 1.53797 -0.27184 -0.96 -0.89 -2.59
```
Positions in Å, forces in eV/Å.

Calculated values
charge = 0
largest force on an atom = 3.289 eV Å⁻¹
HOMO level = -0.35111 hartree
orbital gap = 10.22 eV
structure (SMILES) = C=CCC=C.O.O


[5]
Computed, not measured: the molecule C5H9N3O at a distorted geometry, with ωB97M-V/def2-TZVPD.

Geometry as XYZ:
```
18
Properties=species:S:1:pos:R:3:forces:R:3
C 2.19822 -0.69389 -0.18811 1.87 -1.90 0.55
C 0.61989 -0.37958 -0.37127 5.48 -2.96 -0.57
C 0.52375 0.73505 -1.04030 -0.34 2.49 -0.32
C -0.90539 1.05895 -1.28895 -4.23 -1.16 -1.46
C -1.41116 1.76539 -0.03798 1.34 1.75 -2.06
H 0.95585 -1.41225 1.97506 1.99 -2.27 -2.06
H 1.83286 -3.01125 1.80695 -1.28 2.72 -1.14
H 3.04085 -0.41665 -0.93490 -1.90 0.64 1.08
H -0.06159 -1.26875 -0.28375 0.59 1.52 0.14
H 1.40238 1.49348 -1.08850 -1.76 -1.44 -0.23
H -1.39138 1.55201 -2.28257 1.87 -0.65 2.27
H -1.47270 0.01500 -1.27477 1.14 2.15 -0.17
H -1.01009 2.82332 0.07099 -0.54 -1.27 0.26
H -3.58956 -0.01140 1.42624 3.56 0.53 -2.69
N 1.45980 -2.12665 1.23662 1.16 -1.43 4.46
N 2.72959 -1.54570 0.67583 -4.78 1.63 -1.75
N -2.16977 1.41429 0.87779 -2.29 -2.14 1.49
O -2.75155 0.00864 0.72164 -1.88 1.79 2.22
```
Positions in Å, forces in eV/Å.

Calculated values
charge = 0
largest force on an atom = 6.255 eV Å⁻¹
HOMO level = -0.32959 hartree
orbital gap = 9.58 eV
structure (SMILES) = N/N=C\C=C\C/C=N\O


[6]
Computed, not measured: a structure of composition C3H5CsLiO3 at a distorted geometry, with ωB97M-V/def2-TZVPD.

Geometry as XYZ:
```
13
Properties=species:S:1:pos:R:3:forces:R:3
C -1.01812 0.57304 -1.28866 -3.45 0.15 -0.03
C -2.15325 -0.00691 -0.65330 0.65 1.09 -1.06
H -0.84837 1.62882 -1.06012 1.03 -0.64 0.45
H -0.78618 0.26458 -2.31145 0.72 -0.36 0.67
H -2.78089 0.70887 -0.11136 0.56 -0.30 0.50
H -1.01224 -0.73651 0.35412 1.60 1.11 -1.53
H -2.80186 -0.60034 -1.30732 0.62 -0.64 0.45
O 2.04992 -1.04828 1.21648 0.56 -1.48 -0.27
C 1.30085 -0.13372 0.74099 1.90 0.98 2.34
O 1.50395 1.06592 0.95271 -0.92 -0.28 -0.77
O 0.28782 -0.63873 0.00881 -2.80 -0.45 -1.01
Li 1.43709 -2.43600 0.03387 -0.08 0.93 0.55
Cs 4.82128 1.35928 3.42524 -0.40 -0.11 -0.29
```
Positions in Å, forces in eV/Å.

Calculated values
charge = +1
largest force on an atom = 3.454 eV Å⁻¹
HOMO level = -0.42166 hartree
orbital gap = 8.17 eV


[7]
Computed, not measured: a cluster of 2 separate species, C2H6FN in total at a distorted geometry, with ωB97M-V/def2-TZVPD.

Geometry as XYZ:
```
10
Properties=species:S:1:pos:R:3:forces:R:3
C -0.20842 -0.25880 1.33061 2.27 -1.30 0.81
C 0.53259 0.25302 -1.32858 1.54 4.35 3.74
N 1.00182 0.08216 0.61252 -1.29 0.68 -4.71
F 1.72757 -1.08517 0.56303 0.95 -1.32 0.09
H -0.62492 0.66622 1.50519 -1.21 1.94 1.01
H -0.92163 -0.90296 0.91168 -0.87 -1.02 -1.25
H 0.17895 -0.80386 2.21900 -0.50 0.80 -0.02
H -0.01789 -0.54252 -1.70852 -1.08 -1.51 -0.08
H -0.03540 1.28655 -1.22245 1.06 -2.39 -0.49
H 1.50622 0.40527 -1.86380 -0.87 -0.23 0.90
```
Positions in Å, forces in eV/Å.

Calculated values
charge = 0
largest force on an atom = 5.943 eV Å⁻¹
HOMO level = -0.34009 hartree
orbital gap = 10.23 eV


[8]
Computed, not measured: a structure of composition C31H63Cl10InNO5S3 at a distorted geometry, with ωB97M-V/def2-TZVPD.

Geometry as XYZ:
```
114
Properties=species:S:1:pos:R:3:forces:R:3
C 1.29217 -3.54930 2.50831 0.11 0.54 0.10
C 2.21440 -2.34617 2.35641 -0.13 -0.07 0.71
C 2.26198 -1.59452 3.67464 0.87 0.84 -1.68
O 1.87940 -2.03638 4.69340 -0.72 -0.99 2.04
O 2.82808 -0.35713 3.60397 0.02 0.15 -0.08
C 1.85341 0.72442 3.41306 -0.66 0.11 -0.64
C 0.40972 0.29611 3.24601 0.21 1.16 -0.28
In -0.80173 2.16215 2.85119 -0.34 -0.46 1.03
C -2.53480 2.15803 4.29502 0.09 -0.69 -0.94
C -3.03524 0.71737 4.55606 0.53 0.37 -0.34
C -3.12679 -0.13996 3.28253 -0.62 -0.19 0.11
S -4.41022 -1.44639 3.42571 -0.04 0.38 -0.26
C -5.80498 -0.98029 2.47317 0.64 -0.40 0.47
S -7.07796 -2.00375 2.55316 -0.24 -0.21 -0.09
N -5.78298 0.23023 1.73571 -0.80 -0.77 0.02
C -6.62386 1.19747 2.48651 0.96 0.60 0.10
C -6.19201 2.62858 2.12672 -0.51 -0.80 0.36
C -6.28513 0.03613 0.35345 0.81 1.04 -0.79
C -5.24299 0.46012 -0.69316 -0.41 -0.54 0.08
C -1.71670 2.10608 0.78101 1.43 -0.01 0.15
S -0.98120 0.83783 -0.18592 -1.94 0.12 -1.36
O -1.50310 -0.45977 0.17033 0.49 -0.40 1.16
O -1.19589 1.12426 -1.58518 0.66 0.58 -0.56
O 0.47530 3.78743 3.13961 -0.36 -0.12 -0.12
C 0.13227 4.92569 2.40222 0.40 -0.51 -0.57
C 1.37297 5.75734 1.93015 -0.45 -0.02 0.43
C 2.66969 5.32267 2.61924 0.07 0.43 -0.77
C 1.48037 5.87919 0.39609 1.11 0.16 0.88
C 2.18785 4.73591 -0.35447 -1.14 -0.47 -1.20
C 1.66658 4.77925 -1.82565 -0.28 0.32 0.67
C 1.89315 3.32547 0.17646 0.28 -0.05 -0.70
H 0.30739 -3.17265 2.77920 -0.23 -0.17 -0.23
H 1.61612 -4.14124 3.35773 0.11 -0.26 -0.04
H 1.27073 -4.13271 1.59618 -0.15 -0.17 0.00
H 3.23520 -2.65290 2.12719 0.10 0.11 -0.19
H 1.87393 -1.62719 1.61541 0.09 -0.13 -0.28
H 2.14772 1.22759 2.49118 0.25 0.01 -0.03
H 1.95631 1.46379 4.20270 0.24 -0.22 0.32
H -0.01130 -0.17737 4.12655 -0.02 -0.21 0.03
H 0.27946 -0.29970 2.34486 -0.12 -0.35 0.12
H -2.29009 2.65409 5.23044 -0.10 0.16 0.04
H -3.35617 2.66325 3.78166 0.01 0.43 0.17
H -2.31403 0.22727 5.20939 -0.20 -0.15 0.33
H -4.01654 0.73572 5.03008 -0.03 -0.10 0.24
H -2.20779 -0.68793 3.09704 0.14 0.01 -0.11
H -3.36905 0.41819 2.38287 -0.08 0.15 -0.03
H -7.69245 1.04303 2.31225 0.00 -0.18 -0.13
H -6.45325 1.00433 3.54460 0.09 0.10 0.09
H -6.68879 2.91047 1.20132 0.15 0.37 -0.06
H -6.46511 3.28577 2.94900 -0.15 0.29 -0.17
H -5.11478 2.65214 2.01557 0.17 0.10 -0.10
H -6.55059 -0.99174 0.13467 -0.33 -0.05 0.36
H -7.13752 0.69810 0.19941 -0.36 -0.27 0.18
H -4.77058 1.39453 -0.42608 0.21 0.19 0.02
H -4.50517 -0.32658 -0.82973 0.34 0.16 0.12
H -5.74851 0.58245 -1.65231 0.01 0.08 -0.08
H -1.54634 3.03066 0.23357 0.13 0.06 -0.09
H -2.78227 1.92335 0.77430 -0.22 -0.40 0.10
H 0.37368 0.87669 -0.02020 -0.27 0.11 0.51
H -0.38803 4.61839 1.47613 -0.20 0.27 0.03
H -0.56649 5.57665 2.94657 0.07 0.02 0.12
H 1.17256 6.76963 2.29283 0.05 0.14 -0.12
H 3.49520 5.72109 2.01949 0.18 0.07 0.18
H 2.71453 5.77818 3.60102 0.14 -0.41 0.13
H 2.79777 4.24921 2.67033 -0.17 -0.11 0.19
H 2.07765 6.77890 0.21085 -0.09 0.12 -0.14
H 0.48750 6.09615 0.00260 -0.08 -0.25 -0.16
H 3.26365 4.87960 -0.43279 0.14 0.11 0.47
H 2.14984 5.56720 -2.40101 0.11 -0.06 -0.16
H 0.60768 5.03342 -1.77922 -0.14 -0.08 -0.20
H 1.72449 3.81327 -2.32024 0.34 0.04 -0.19
H 0.84720 3.22662 0.45237 -0.01 -0.01 0.32
H 2.05445 2.63075 -0.65231 0.04 -0.12 0.04
H 2.56132 2.99897 0.96337 -0.20 0.13 0.42
Cl -0.77236 7.75047 5.24198 0.00 0.01 -0.02
C 0.53209 7.27899 6.35944 0.01 -0.10 0.12
C 1.72848 8.19119 6.24854 0.03 0.04 0.11
Cl 2.56922 7.99232 4.69249 0.01 0.30 0.12
H 0.79730 6.24464 6.14991 -0.01 0.03 -0.12
H 0.12199 7.33222 7.36721 0.01 0.06 -0.01
H 2.44794 7.95457 7.03153 -0.03 -0.08 -0.01
H 1.44336 9.23603 6.34962 -0.04 -0.02 -0.08
Cl 0.05084 -4.68474 -3.95346 0.01 0.00 -0.05
C -0.30650 -5.28525 -2.30774 -0.09 -0.10 0.11
C -0.10931 -4.22524 -1.25761 -0.15 0.13 0.08
Cl 1.60666 -3.79349 -1.05391 0.08 0.00 -0.17
H 0.32288 -6.15001 -2.12304 0.05 0.09 -0.06
H -1.34470 -5.61343 -2.31090 -0.01 0.07 -0.01
H -0.46055 -4.59418 -0.29441 0.02 -0.05 -0.02
H -0.65735 -3.31568 -1.49437 0.07 0.03 -0.01
Cl 2.82557 -10.74194 -0.09061 -0.02 -0.01 0.01
C 2.19355 -10.22036 -1.67236 0.02 -0.05 -0.11
C 1.83263 -8.75695 -1.68828 0.06 0.11 -0.11
Cl 0.41648 -8.40080 -0.66562 0.01 -0.08 0.09
H 1.33583 -10.84385 -1.91340 -0.02 0.03 0.08
H 2.97562 -10.41214 -2.40559 0.02 0.06 0.02
H 1.57597 -8.45312 -2.70291 -0.02 -0.06 0.00
H 2.65782 -8.13745 -1.34456 -0.03 -0.03 0.08
Cl 0.90047 -3.81833 -9.89615 0.03 -0.03 -0.04
C 0.72779 -4.67802 -8.34264 -0.10 -0.07 0.07
C 1.61505 -4.10276 -7.26985 -0.13 0.05 0.11
Cl 3.34258 -4.40539 -7.59423 0.06 -0.01 -0.01
H 0.94367 -5.72959 -8.51586 0.07 0.03 -0.04
H -0.31485 -4.58576 -8.04255 0.02 0.07 0.03
H 1.38565 -4.56871 -6.31335 0.04 -0.06 -0.05
H 1.47598 -3.02930 -7.16824 0.06 0.00 -0.08
Cl 6.65999 -5.00396 -13.03008 0.03 0.00 -0.01
C 6.33210 -5.19511 -11.28730 -0.04 -0.10 0.09
C 5.73041 -3.95499 -10.67856 -0.10 -0.02 0.08
Cl 6.89140 -2.60364 -10.61888 0.01 0.01 -0.03
H 7.26492 -5.46563 -10.79841 0.03 0.07 -0.05
H 5.63634 -6.02665 -11.18538 -0.05 0.05 -0.02
H 5.42798 -4.15905 -9.65294 0.03 -0.02 -0.02
H 4.85573 -3.62239 -11.23208 0.05 0.02 -0.04
```
Positions in Å, forces in eV/Å.

Calculated values
charge = -1
largest force on an atom = 2.382 eV Å⁻¹
HOMO level = -0.20130 hartree
orbital gap = 7.04 eV